Entry 1:
DFT (ωB97M-V with the def2-TZVPD basis set) results for one molecule with the formula C10H12N2O2 in a non-equilibrium geometry.

Computed properties:
SMILES string: Cn1ccnc1[C@@](C)(O)c1ccoc1
Energy above the lowest of the compared OMol25 structures with the same formula, charge and spin (kcal per mole): 46.8
DFT total energy (a.u.): -648.16854
Gap between HOMO and LUMO (eV): 8.978

Positions of all 26 atoms, in Å:
1 C 0.563 2.212 -0.193
2 N -0.726 1.558 -0.474
3 C -1.901 2.139 -0.268
4 C -2.914 1.202 -0.439
5 N -2.311 0.041 -0.726
6 C -0.959 0.232 -0.704
7 C 0.237 -0.776 -0.912
8 C -0.317 -2.164 -1.160
9 O 1.132 -0.248 -1.979
10 C 0.935 -0.797 0.391
11 C 0.236 -1.008 1.636
12 C 1.160 -1.043 2.617
13 O 2.381 -0.917 2.136
14 C 2.272 -0.615 0.868
15 H 0.410 3.303 -0.450
16 H 0.694 1.947 0.876
17 H 1.271 1.821 -0.814
18 H -1.947 3.160 0.111
19 H -4.025 1.201 -0.462
20 H -0.861 -2.376 -0.281
21 H 0.536 -2.783 -1.130
22 H -0.867 -2.256 -2.071
23 H 1.482 -1.142 -2.442
24 H -0.858 -1.021 1.761
25 H 1.130 -1.254 3.667
26 H 3.247 -0.415 0.442

Entry 2:
DFT (ωB97M-V with the def2-TZVPD basis set) results for C10H12N2O4PtS as an isolated structure in a non-equilibrium geometry.

Computed properties:
Energy above the lowest of the compared OMol25 structures with the same formula, charge and spin (kcal per mole): 64.6
DFT total energy (a.u.): -1315.43519
Charge: +2
Spin multiplicity: 3
Gap between HOMO and LUMO (alpha / beta) (eV): 5.984 / 3.144

Positions of all 30 atoms, in Å:
1 Pt -0.036 -0.715 -1.204
2 O 0.106 2.318 -0.870
3 C 0.053 1.176 -1.017
4 C -0.127 -2.615 -1.178
5 O -0.183 -3.766 -1.128
6 C 1.867 -0.805 -1.205
7 O 3.019 -0.861 -1.183
8 C -1.938 -0.623 -1.247
9 O -3.089 -0.568 -1.251
10 C -0.003 -0.026 -6.295
11 H -0.894 0.575 -6.441
12 H 0.944 0.486 -6.421
13 C -0.069 -1.406 -6.353
14 H 0.826 -1.993 -6.526
15 H -1.012 -1.905 -6.546
16 S -0.115 -1.573 1.070
17 C -0.022 -0.234 1.988
18 N -1.226 0.311 2.524
19 C -1.193 1.016 3.790
20 C 0.078 1.851 3.884
21 C 1.318 0.962 3.743
22 N 1.231 0.099 2.580
23 H -2.117 -0.129 2.249
24 H -1.234 0.280 4.621
25 H -2.080 1.681 3.867
26 H 0.116 2.399 4.852
27 H 0.068 2.590 3.054
28 H 1.438 0.318 4.642
29 H 2.211 1.618 3.664
30 H 2.060 -0.462 2.334

Entry 3:
DFT (ωB97M-V with the def2-TZVPD basis set) results for one molecule with the formula C10H12N2OS2 in a non-equilibrium geometry.

Computed properties:
SMILES string: CNC(=O)[C@]1(SC)Nc2ccccc2S1
Energy above the lowest of the compared OMol25 structures with the same formula, charge and spin (kcal per mole): 1.5
DFT total energy (a.u.): -1369.33660
Gap between HOMO and LUMO (eV): 7.789

Positions of all 27 atoms, in Å:
1 C 1.208 2.471 3.438
2 N 0.415 2.028 2.350
3 C 0.240 0.745 2.061
4 O 0.774 -0.139 2.673
5 C -0.544 0.494 0.776
6 S -2.026 1.508 0.688
7 C -2.766 0.643 -0.681
8 N -0.670 -0.804 0.374
9 C -0.027 -1.265 -0.768
10 C -0.121 -2.585 -1.260
11 C 0.587 -2.933 -2.400
12 C 1.395 -2.010 -3.045
13 C 1.454 -0.649 -2.655
14 C 0.782 -0.315 -1.474
15 S 0.809 1.216 -0.711
16 H 0.652 2.954 4.179
17 H 1.575 1.641 3.899
18 H 1.929 3.304 3.090
19 H 0.060 2.833 1.757
20 H -2.095 0.920 -1.546
21 H -3.720 1.123 -0.994
22 H -2.984 -0.262 -0.354
23 H -0.942 -1.367 1.133
24 H -0.503 -3.474 -0.719
25 H 0.507 -3.885 -2.844
26 H 1.935 -2.371 -3.932
27 H 2.075 0.180 -3.033

Entry 4:
DFT (ωB97M-V with the def2-TZVPD basis set) results for an isolated ion of composition C10H12N3O and charge +1 in a non-equilibrium geometry.

Computed properties:
Energy above the lowest of the compared OMol25 structures with the same formula, charge and spin (kcal per mole): 119.6
DFT total energy (a.u.): -627.35658
Charge: +1
Gap between HOMO and LUMO (alpha / beta) (eV): 7.078 / 7.076

Positions of all 26 atoms, in Å:
1 C -3.714 0.579 -0.439
2 C -3.583 -0.798 -0.066
3 C -2.597 1.350 -0.393
4 C -2.361 -1.321 0.177
5 C -1.438 0.861 0.310
6 C -1.184 -0.507 0.274
7 C -0.420 1.709 0.518
8 C 2.581 -1.054 0.316
9 C 3.061 0.354 0.498
10 C 1.277 -1.004 -0.475
11 N 0.020 -1.132 0.521
12 N 1.245 0.124 -1.173
13 N 2.243 1.054 -0.634
14 O 0.484 2.454 0.658
15 H -4.666 0.920 -0.689
16 H -4.585 -1.187 0.062
17 H -2.676 2.469 -0.506
18 H -2.278 -2.376 0.330
19 H 3.408 -1.443 -0.171
20 H 2.602 -1.556 1.227
21 H 2.872 0.936 1.399
22 H 4.186 0.359 0.290
23 H 1.137 -1.840 -1.131
24 H -0.152 -2.198 0.604
25 H 1.792 1.854 -0.080
26 H 2.746 1.392 -1.428

Entry 5:
DFT (ωB97M-V with the def2-TZVPD basis set) results for one molecule with the formula C10H12N4O in a non-equilibrium geometry.

Computed properties:
Energy above the lowest of the compared OMol25 structures with the same formula, charge and spin (kcal per mole): 151.1
DFT total energy (a.u.): -682.31553
Gap between HOMO and LUMO (eV): 8.570

Positions of all 27 atoms, in Å:
1 C -2.217 -1.851 1.777
2 C -2.425 -0.466 1.882
3 C -1.040 -2.331 1.302
4 C 2.066 1.382 -1.675
5 C -1.441 0.412 1.393
6 C 0.008 -1.514 0.876
7 C -0.265 -0.159 0.914
8 C 1.655 1.376 -2.984
9 C -1.531 1.876 1.363
10 C 1.359 -2.146 0.487
11 N -0.037 0.784 -1.730
12 N 1.062 0.827 0.328
13 N 0.976 0.991 -0.932
14 N 2.373 1.660 -4.129
15 O 0.359 0.993 -3.016
16 H -3.034 -2.510 2.013
17 H -3.301 -0.110 2.274
18 H -0.822 -3.351 1.294
19 H 3.065 1.634 -1.197
20 H -0.443 2.217 1.748
21 H -1.351 2.239 0.307
22 H -2.394 2.355 1.956
23 H 1.029 -2.969 -0.059
24 H 1.956 -1.576 -0.148
25 H 2.014 -2.314 1.301
26 H 3.295 1.868 -3.990
27 H 1.997 1.088 -4.971

Entry 6:
DFT (ωB97M-V with the def2-TZVPD basis set) results for C10H12N5PtS3 as an isolated structure in a non-equilibrium geometry.

Computed properties:
DFT total energy (a.u.): -1974.67121
Charge: +3
Spin multiplicity: 5
Gap between HOMO and LUMO (alpha / beta) (eV): 5.069 / 3.832

Positions of all 31 atoms, in Å:
1 Pt -1.462 9.314 12.227
2 N -1.977 13.242 13.852
3 C -1.578 12.172 13.196
4 S -2.891 11.185 12.648
5 N -0.341 11.784 13.043
6 N 0.001 10.536 12.630
7 C 1.250 10.055 12.507
8 C 1.368 8.670 11.926
9 C 2.428 7.773 11.706
10 C 2.219 6.686 10.890
11 C 0.909 6.339 10.477
12 C -0.156 7.113 10.891
13 N 0.096 8.178 11.681
14 H -2.924 13.491 14.069
15 H -1.303 13.937 14.109
16 H 2.123 10.687 12.670
17 H 3.405 7.881 12.167
18 H 3.073 6.082 10.544
19 H 0.747 5.489 9.812
20 H -1.204 6.900 10.649
21 S -2.832 7.638 13.106
22 C -4.265 7.382 12.202
23 N -4.493 6.232 11.599
24 C -5.758 6.081 10.890
25 C -6.591 7.326 11.149
26 S -5.613 8.491 12.098
27 H -3.758 5.521 11.540
28 H -6.231 5.159 11.187
29 H -5.619 5.969 9.783
30 H -7.538 7.118 11.637
31 H -6.842 7.806 10.196

Entry 7:
DFT (ωB97M-V with the def2-TZVPD basis set) results for C10H12NO as an isolated structure in a non-equilibrium geometry.

Computed properties:
Energy above the lowest of the compared OMol25 structures with the same formula, charge and spin (kcal per mole): 82.2
DFT total energy (a.u.): -517.85425
Charge: +1
Gap between HOMO and LUMO (eV): 10.288

Positions of all 24 atoms, in Å:
1 C 3.338 0.279 0.148
2 C 3.100 -1.075 0.053
3 C 2.272 1.177 0.132
4 C 1.877 -1.652 -0.152
5 C 1.054 0.600 0.066
6 C 0.863 -0.747 -0.214
7 C -0.189 1.390 0.428
8 C -1.966 -1.961 -0.334
9 C -1.103 -0.834 -0.121
10 C -2.722 1.089 0.073
11 N -1.352 0.624 -0.369
12 O -1.661 -1.410 0.963
13 H 4.323 0.636 0.006
14 H 3.976 -1.633 -0.112
15 H 2.189 2.259 0.469
16 H 1.882 -2.706 -0.557
17 H -0.484 1.439 1.518
18 H -0.316 2.407 -0.010
19 H -3.026 -1.715 -0.671
20 H -1.438 -2.916 -0.509
21 H -2.893 1.054 1.203
22 H -2.883 2.190 -0.188
23 H -3.524 0.590 -0.520
24 H -1.319 0.916 -1.300

Entry 8:
DFT (ωB97M-V with the def2-TZVPD basis set) results for an isolated ion of composition C10H12NO2 and charge +1 in a non-equilibrium geometry.

Computed properties:
Energy above the lowest of the compared OMol25 structures with the same formula, charge and spin (kcal per mole): 93.5
DFT total energy (a.u.): -593.07320
Charge: +1
Gap between HOMO and LUMO (eV): 7.502

Positions of all 25 atoms, in Å:
1 C 2.019 -0.149 -1.564
2 C 1.394 1.109 -2.067
3 C 1.583 -0.805 -0.470
4 C 0.162 1.328 -1.511
5 C 0.386 -0.393 0.230
6 C -0.536 0.452 -0.567
7 C -0.127 -1.332 1.280
8 C -3.765 0.474 -0.735
9 C 0.566 -0.143 1.724
10 C -1.900 0.395 -0.608
11 N 1.994 -0.394 2.218
12 O -2.831 -0.278 0.090
13 O -2.763 1.092 -1.430
14 H 2.885 -0.532 -2.057
15 H 1.965 1.910 -2.571
16 H 2.031 -1.732 -0.032
17 H -0.532 2.113 -1.803
18 H -1.108 -1.323 1.154
19 H 0.307 -2.306 1.261
20 H -4.391 -0.233 -1.480
21 H -4.421 1.128 -0.208
22 H 0.130 0.762 2.119
23 H 2.553 0.379 2.056
24 H 2.422 -1.251 1.774
25 H 1.977 -0.272 3.195

Entry 9:
DFT (ωB97M-V with the def2-TZVPD basis set) results for an isolated ion of composition C10H12NO2 and charge +1 in a non-equilibrium geometry.

Computed properties:
SMILES string: C=C[C@H](O)c1ccccc1C(=[NH2+])O
Energy above the lowest of the compared OMol25 structures with the same formula, charge and spin (kcal per mole): 19.3
DFT total energy (a.u.): -593.19139
Charge: +1
Gap between HOMO and LUMO (eV): 9.438

Positions of all 25 atoms, in Å:
1 C 2.978 -0.363 0.994
2 C 1.668 -0.276 0.840
3 C 0.943 -0.904 -0.469
4 O 1.427 -0.278 -1.675
5 C -0.520 -0.634 -0.254
6 C -1.417 -1.718 -0.247
7 C -2.782 -1.559 -0.040
8 C -3.348 -0.319 0.182
9 C -2.511 0.771 0.099
10 C -1.102 0.654 -0.165
11 C -0.377 1.870 -0.199
12 N 0.722 2.025 -0.850
13 O -0.858 2.883 0.455
14 H 3.393 -0.036 1.928
15 H 3.724 -0.797 0.398
16 H 1.093 0.338 1.578
17 H 0.915 -2.016 -0.589
18 H 2.429 -0.192 -1.704
19 H -1.129 -2.769 -0.079
20 H -3.421 -2.372 -0.183
21 H -4.383 -0.205 0.209
22 H -2.891 1.727 0.354
23 H 0.993 2.995 -0.694
24 H 1.184 1.251 -1.489
25 H -1.738 2.631 0.841

- DFT total energy of number 6 (C10H12N5PtS3)?
  -1974.67121 a.u.